# 1
Computed, not measured: a gas-phase ion, C6H5NO5S (charge -2), with ωB97M-V/def2-TZVPD.

Last column: Mulliken charge in e.
Atoms and positions in Å:
C -2.21 -1.62 0.02  -1.107
N -1.24 -0.50 -0.21  0.055
C -1.66 0.88 0.10  0.504
O -2.90 1.13 0.23  -0.832
C -0.67 1.84 0.08  -0.633
C 0.70 1.55 -0.08  -0.072
C 1.17 0.29 -0.18  -0.261
S 2.92 0.00 -0.04  1.288
O 2.99 -0.91 1.15  -0.760
O 3.56 1.28 0.24  -0.777
O 3.48 -0.57 -1.19  -0.692
C 0.04 -0.90 -0.24  0.369
O 0.33 -2.09 -0.44  -0.734
H -2.23 -2.07 -0.95  0.263
H -1.62 -2.38 0.68  0.243
H -3.06 -1.09 0.24  0.521
H -1.02 2.84 0.43  0.195
H 1.41 2.31 0.16  0.430

Summary:
Net charge = -2
HOMO = 0.00 eV
SMILES = CN1C(=O)C=CC(=S(=O)([O-])[O-])C1=O
HOMO-LUMO gap = 6.1204 eV



# 2
Computed, not measured: a molecular structure, C7H9NO3S, with ωB97M-V/def2-TZVPD.

Last column: Mulliken charge in e.
Atoms and positions in Å:
C 3.11 1.19 -0.14  -0.314
C 1.86 1.28 -0.89  -0.548
C 2.96 0.20 0.70  -0.324
C 1.05 0.30 -0.36  0.120
C -1.76 -0.32 1.32  -0.750
C -0.34 0.03 -0.53  -0.018
C -1.05 -1.12 0.23  -0.269
N -2.00 -1.87 -0.44  -0.622
O -2.89 1.00 -0.74  -0.575
O -1.33 2.37 0.58  -0.653
O 1.76 -0.37 0.55  -0.286
S -1.75 1.05 0.14  1.054
H 4.16 1.59 -0.36  0.296
H 1.47 1.95 -1.63  0.442
H 3.80 -0.44 1.09  0.307
H -2.74 -0.60 1.72  0.445
H -0.92 -0.25 2.03  0.290
H -0.92 -0.19 -1.96  0.235
H -0.32 -1.77 0.72  0.616
H -2.33 -1.21 -1.23  0.318
H -1.83 -2.82 -0.80  0.237

Summary:
Net charge = 0
HOMO = -8.91 eV
HOMO-LUMO gap = 9.0742 eV



# 3
Computed, not measured: a molecular structure, C28H29BCoN6OSi, with ωB97M-V/def2-TZVPD.

Last column: Mulliken spin population.
Atoms and positions in Å:
H 0.88 3.45 -1.42  0.012
N 0.56 1.71 -2.62  -0.038
B -0.32 0.17 -4.52  -0.039
N 0.09 1.54 -3.91  0.026
C 0.05 2.73 -4.53  0.011
Co 1.03 0.37 -1.42  2.878
H -0.24 2.79 -5.57  0.000
C 0.40 3.72 -3.61  0.011
H 0.43 4.78 -3.80  0.002
C 0.67 3.06 -2.41  0.013
H -0.24 0.23 -5.72  0.000
C -2.48 -3.21 0.67  0.000
H -1.87 -3.41 1.57  0.000
H -1.97 -2.47 0.04  0.000
H -2.64 -4.14 0.12  0.000
N -1.80 -0.27 -4.18  0.005
N 0.70 -0.87 -3.99  0.032
N -2.16 -0.50 -2.89  0.007
N 1.24 -0.90 -2.72  0.001
C -2.87 -0.50 -5.00  0.000
C 1.23 -1.89 -4.70  0.012
H -2.81 -0.38 -6.07  0.000
H 0.98 -1.99 -5.75  0.001
C -3.94 -0.85 -4.18  0.000
C 2.04 -2.64 -3.87  0.007
C -3.45 -0.83 -2.85  0.002
C 1.99 -2.03 -2.61  0.016
H -4.94 -1.12 -4.46  0.000
H 2.57 -3.54 -4.14  0.001
H -3.96 -1.04 -1.91  0.000
H 2.42 -2.32 -1.66  -0.002
H -3.43 -2.83 0.99  0.000
O 0.40 -0.11 0.26  -0.037
Si 0.50 0.18 1.86  0.054
C 0.60 2.03 2.02  -0.003
C -0.25 2.71 2.90  -0.001
C -0.16 4.10 3.02  0.000
C 0.75 4.83 2.24  0.000
C 1.56 4.15 1.32  0.010
C 1.49 2.76 1.21  0.016
C -0.93 -0.53 2.85  0.006
C -2.23 -0.28 2.39  0.001
C -3.34 -0.79 3.07  0.000
C -3.18 -1.55 4.23  0.000
C -1.88 -1.79 4.71  0.000
C -0.77 -1.25 4.04  -0.002
C 2.08 -0.62 2.42  0.003
C 2.24 -1.99 2.18  -0.005
C 3.43 -2.64 2.54  -0.001
C 4.47 -1.90 3.12  0.000
C 4.32 -0.52 3.34  0.001
C 3.11 0.11 3.00  0.002
H -0.96 2.15 3.50  0.000
H -0.79 4.62 3.74  0.000
H 0.85 5.91 2.37  0.000
H 2.27 4.70 0.70  0.000
H 2.15 2.24 0.51  -0.001
H -2.38 0.33 1.49  -0.001
H -4.35 -0.57 2.69  0.000
H -4.05 -1.94 4.76  0.000
H -1.74 -2.36 5.63  0.000
H 0.23 -1.38 4.48  0.000
H 1.43 -2.57 1.72  -0.001
H 3.53 -3.71 2.40  0.000
H 5.39 -2.40 3.42  0.000
H 5.12 0.06 3.80  0.000
H 2.97 1.17 3.21  0.000

Summary:
Net charge = 0
Multiplicity = 4
HOMO (alpha / beta) = -8.65 / -8.65 eV
HOMO-LUMO gap (alpha / beta) = 8.9415 / 8.2194 eV



# 4
Computed, not measured: a single C5H7NO molecule, with ωB97M-V/def2-TZVPD.

Last column: Mulliken charge in e.
Atoms and positions in Å:
H 3.04 -0.70 -1.22  0.233
N 2.06 -0.50 -1.04  -0.579
C 1.89 0.03 0.11  -0.260
C 0.51 0.20 0.62  -0.370
C -0.23 -1.07 0.25  0.518
O -0.32 -2.24 0.45  -0.535
C -0.64 0.14 -0.44  0.096
C -1.99 0.64 0.01  -1.334
H 2.70 0.29 0.80  0.385
H 0.34 0.75 1.54  0.380
H -0.33 0.32 -1.47  0.471
H -2.06 1.73 -0.03  0.337
H -2.20 0.32 1.04  0.292
H -2.77 0.21 -0.63  0.367

Summary:
Net charge = 0
HOMO = -9.05 eV
SMILES = [H]/N=C/[C@@H]1C(=O)[C@H]1C
HOMO-LUMO gap = 10.0017 eV



Max |F| values (in hartree/bohr) by entry order: 0.09848 0.12276 0.07846 0.01256.